No. 1
{"formula": "C4H7O2Rh", "method": "wB97M-V/def2-TZVPD", "max_force_ev_per_a": 2.95, "spin_multiplicity": 5, "s_squared": 6.01, "homo_lumo_gap_ev": [8.59, 6.01], "charge": 2, "energy_ev": -11338.737, "elements": ["H", "O", "C", "C", "C", "C", "O", "Rh", "H", "H", "H", "H", "H", "H"], "coordinates": [[2.8239, -1.9488, 0.6167], [2.1765, 0.5016, 0.6855], [1.1749, 1.1538, 0.5018], [0.1474, 0.8395, -0.5509], [-1.2007, 0.4217, 0.0492], [-1.4869, -1.0165, -0.1809], [-0.6584, -1.9103, -0.0769], [1.2486, -2.2730, 0.1566], [0.9715, 2.0544, 1.1244], [0.5507, 0.0762, -1.2281], [0.0196, 1.7719, -1.1289], [-2.0169, 0.9526, -0.4775], [-1.2775, 0.6522, 1.1188], [-2.4726, -1.2753, -0.6099]], "forces_ev_per_a": [[-0.57, 0.14, -0.22], [-0.84, 0.84, 0.04], [0.74, -0.05, 0.22], [0.06, -0.15, -0.90], [-0.65, 0.44, -0.22], [-0.40, -0.51, -0.67], [-1.77, 0.63, -0.18], [2.56, -1.38, 0.48], [0.35, -0.03, 0.20], [-0.01, 0.28, 0.04], [0.21, -0.15, 0.24], [0.44, 0.09, 0.45], [-0.26, -0.03, -0.04], [0.13, -0.11, 0.55]]}


No. 2
{"formula": "H32O16", "method": "wB97M-V/def2-TZVPD", "max_force_ev_per_a": 4.50, "homo_lumo_gap_ev": 8.86, "de_lowest_kj_mol": 574.6, "energy_ev": -33278.979, "elements": ["O", "H", "H", "O", "H", "H", "O", "H", "H", "O", "H", "H", "O", "H", "H", "O", "H", "H", "O", "H", "H", "O", "H", "H", "O", "H", "H", "O", "H", "H", "O", "H", "H", "O", "H", "H", "O", "H", "H", "O", "H", "H", "O", "H", "H", "O", "H", "H"], "coordinates": [[0.2245, -0.2125, -0.2925], [-0.2887, 0.4539, -0.7541], [0.4544, 0.1410, 0.5846], [-2.0902, 0.3142, -2.1733], [-2.6965, 0.3310, -1.4030], [-2.5557, -0.0787, -2.8745], [-0.3825, 2.0201, -3.7467], [-1.0038, 1.6056, -3.1727], [-0.0595, 1.4053, -4.3354], [0.6276, -1.5503, 3.7057], [1.0747, -2.2677, 3.1917], [-0.1175, -1.2603, 3.1678], [0.1054, 1.5696, 1.9673], [-0.3440, 2.3941, 2.1259], [1.0370, 1.5219, 2.3481], [-2.6177, 1.6667, 0.2803], [-2.7257, 1.7548, 1.2359], [-3.4080, 1.2290, 0.0737], [2.6193, 0.4034, 2.5633], [3.2435, 0.4263, 1.8500], [3.0671, 0.2142, 3.3419], [0.0608, -3.3334, -0.1998], [0.7756, -2.9151, 0.2470], [-0.2127, -2.8312, -0.9614], [-1.2779, -2.2234, -2.0791], [-0.9089, -2.6284, -2.8831], [-1.3665, -1.2704, -2.1450], [2.0759, 2.6622, 0.5123], [2.0713, 3.2612, 1.2759], [1.2139, 2.2934, 0.7474], [-0.5225, 2.7796, -0.9271], [-1.3497, 2.4518, -0.4790], [-0.6793, 2.9901, -1.8627], [1.9962, -1.4799, -1.7706], [2.8864, -1.1171, -1.5898], [1.5003, -1.0900, -1.0254], [1.9671, 1.2235, -2.5211], [1.6463, 0.6803, -1.8078], [1.2482, 1.7434, -2.6487], [-1.3526, -0.7275, 2.3258], [-2.3199, -0.6854, 2.6119], [-0.9855, 0.1302, 2.1922], [-2.8705, -1.6551, 0.0751], [-2.1770, -1.5376, 0.7220], [-2.3930, -2.0251, -0.6650], [2.0016, -2.4638, 1.5215], [2.8461, -2.7427, 1.8952], [1.9620, -1.5716, 1.7554]], "forces_ev_per_a": [[0.27, -0.26, 0.79], [-0.04, 0.54, 0.08], [-0.44, 0.11, -0.68], [0.45, 1.22, 1.72], [0.65, -0.43, -0.58], [-1.31, -0.73, -1.53], [-0.63, 3.16, 1.14], [-0.78, -0.93, 0.55], [1.15, -2.21, -1.92], [1.43, -0.90, 0.29], [-0.93, 0.79, 0.67], [-0.24, -0.41, 0.05], [0.92, -0.90, 0.49], [0.26, 0.60, 0.34], [-1.35, 0.06, -0.01], [0.94, 0.80, 1.39], [0.35, 0.15, -0.01], [-1.94, -1.07, -0.77], [-1.98, 0.55, -1.94], [0.65, 0.37, -0.57], [1.21, -0.65, 2.29], [-0.87, -1.55, 0.50], [0.84, 0.43, 0.20], [0.16, 0.45, -0.12], [-0.25, -1.03, -0.96], [-0.19, 0.57, 0.39], [0.53, 0.37, -0.34], [-0.13, 0.39, 1.14], [0.97, 0.42, -0.40], [-0.16, -0.41, -1.37], [-0.55, -0.37, 0.49], [0.90, 0.68, -1.29], [-0.13, -0.01, 0.64], [1.08, 0.28, 0.68], [-0.44, -0.46, -0.59], [-0.31, -0.45, -0.44], [3.31, -2.06, 0.47], [0.27, -0.61, 0.34], [-3.20, 3.00, -1.00], [-3.18, -1.41, 0.38], [2.16, 0.15, -0.45], [0.18, 1.59, -0.14], [-0.89, 0.67, 0.02], [0.56, 0.03, 0.43], [0.12, -0.67, -0.39], [0.85, -2.20, -0.33], [-0.03, -0.29, -0.27], [-0.23, 2.61, 0.63]]}


No. 3
{"formula": "C28H25Cl3F5IMnN2PS", "method": "wB97M-V/def2-TZVPD", "max_force_ev_per_a": 0.31, "spin_multiplicity": 6, "s_squared": 8.90, "homo_lumo_gap_ev": [6.84, 7.51], "de_lowest_kj_mol": 18.1, "charge": -1, "energy_ev": -143122.192, "elements": ["Mn", "S", "C", "C", "C", "C", "C", "C", "N", "C", "C", "C", "C", "C", "C", "C", "H", "H", "H", "H", "H", "H", "H", "H", "Cl", "C", "Cl", "Cl", "C", "N", "F", "C", "C", "C", "F", "C", "F", "C", "F", "C", "F", "C", "C", "P", "C", "C", "C", "C", "H", "H", "H", "H", "H", "H", "H", "H", "H", "H", "H", "H", "H", "H", "H", "I", "C", "H", "H"], "coordinates": [[1.2031, 1.0242, -0.0563], [-1.7077, 4.1892, 1.4001], [-1.1639, 3.3910, 2.8461], [-1.5248, 3.6362, 4.1672], [-0.9137, 2.8822, 5.1499], [0.0424, 1.9134, 4.8294], [0.3930, 1.6602, 3.5198], [-0.2281, 2.4043, 2.5199], [0.0173, 2.3059, 1.1550], [-0.6583, 3.1812, 0.4688], [-0.4568, 3.2626, -0.9764], [-1.1633, 4.1591, -1.7724], [-0.9042, 4.2022, -3.1312], [0.0561, 3.3543, -3.6675], [0.7481, 2.4579, -2.8603], [0.5136, 2.3796, -1.4881], [-2.2551, 4.3944, 4.4167], [-1.1715, 3.0554, 6.1869], [0.5485, 1.3569, 5.6070], [1.1527, 0.9247, 3.3012], [-1.9092, 4.8182, -1.3412], [-1.4439, 4.8921, -3.7672], [0.2657, 3.3873, -4.7307], [1.4779, 1.8070, -3.3227], [3.0560, -0.2025, 4.5674], [4.6709, 1.1749, 3.1070], [5.1064, 2.4882, 4.1212], [5.8798, 0.0329, 2.7075], [3.7073, 1.4391, 2.1298], [2.8778, 1.6298, 1.3478], [-1.5246, -0.0374, 1.1731], [-0.5555, -0.9156, 1.5403], [0.7456, -0.7055, 1.1322], [1.6510, -1.6387, 1.6096], [2.9628, -1.5524, 1.3101], [1.2993, -2.7265, 2.3959], [2.2039, -3.6159, 2.8064], [-0.0273, -2.8970, 2.7456], [-0.3993, -3.9407, 3.4935], [-0.9698, -1.9792, 2.3210], [-2.2558, -2.1393, 2.6689], [-1.6918, -0.7022, -4.4335], [-1.0439, -1.8885, -3.7238], [-0.8394, -1.5282, -1.9218], [0.0452, -3.0287, -1.2739], [0.0511, -4.2927, -2.1253], [-2.5727, -1.8425, -1.3365], [-3.1719, -3.2288, -1.5313], [-1.6500, -0.8141, -5.5183], [-1.1893, 0.2304, -4.1696], [-2.7423, -0.5973, -4.1565], [-0.0485, -2.0631, -4.1336], [-1.6180, -2.8033, -3.8943], [-0.3892, -3.2295, -0.2886], [1.0727, -2.7190, -1.0774], [-0.9558, -4.6476, -2.3454], [0.5845, -5.0972, -1.6149], [0.5556, -4.1219, -3.0776], [-3.1930, -1.0903, -1.8365], [-2.5965, -1.5724, -0.2816], [-3.1778, -3.5338, -2.5793], [-4.2052, -3.2607, -1.1789], [-2.6175, -3.9831, -0.9705], [2.6251, -0.8423, -2.9806], [2.7574, 0.3164, -1.1974], [3.3397, 1.1983, -1.4647], [3.3249, -0.3114, -0.5192]], "forces_ev_per_a": [[0.01, -0.07, 0.05], [0.02, 0.00, 0.02], [-0.01, -0.05, 0.08], [-0.02, -0.01, -0.07], [0.00, 0.00, 0.07], [0.04, 0.01, 0.01], [-0.09, 0.09, 0.02], [0.02, 0.01, -0.02], [-0.12, 0.12, -0.03], [0.09, -0.12, -0.09], [0.00, -0.04, 0.01], [0.02, 0.00, -0.07], [-0.02, 0.02, 0.01], [0.03, -0.02, -0.05], [-0.04, 0.05, 0.12], [0.02, -0.05, -0.04], [0.00, 0.02, 0.00], [0.00, 0.00, 0.01], [-0.01, -0.03, 0.01], [0.02, -0.07, -0.03], [0.00, -0.01, 0.02], [0.00, 0.00, -0.01], [0.00, 0.00, 0.00], [0.03, -0.05, -0.01], [0.00, -0.03, 0.06], [-0.07, 0.08, -0.09], [0.04, -0.01, 0.05], [0.06, -0.03, 0.02], [-0.14, -0.01, -0.01], [0.15, 0.02, -0.02], [-0.14, 0.02, -0.06], [0.05, -0.05, 0.01], [0.31, -0.01, 0.00], [-0.17, -0.11, 0.05], [0.04, 0.06, -0.09], [-0.14, 0.17, -0.10], [0.09, -0.06, 0.03], [0.07, 0.06, -0.03], [-0.04, -0.10, 0.08], [0.11, 0.05, -0.04], [-0.11, 0.00, 0.02], [-0.03, 0.03, -0.03], [0.00, -0.05, -0.02], [-0.05, 0.02, 0.16], [-0.04, 0.00, 0.05], [0.00, -0.03, -0.05], [-0.03, 0.07, -0.12], [-0.03, -0.11, 0.02], [-0.01, -0.02, -0.03], [0.03, 0.01, -0.01], [-0.02, 0.01, 0.03], [0.05, 0.04, 0.02], [0.02, 0.02, -0.01], [-0.01, 0.01, -0.01], [0.00, 0.00, -0.02], [0.01, -0.01, -0.01], [0.01, -0.01, 0.02], [0.01, 0.00, -0.01], [0.02, -0.01, 0.01], [0.02, 0.00, 0.08], [0.00, 0.01, -0.01], [-0.02, 0.02, 0.01], [-0.01, 0.02, 0.01], [-0.04, 0.05, -0.01], [-0.07, 0.07, 0.03], [0.01, -0.05, -0.03], [0.07, 0.03, 0.02]]}